A 2-piece molecular cluster, C5H5ClFN overall at a distorted geometry. Source: OMol25; level of theory: ωB97M-V/def2-TZVPD.

Calculated values
**HOMO-LUMO gap**: 6.574 eV
**2S+1**: 1
**Energy**: -808.10543 a.u.
**Energy above the lowest of the compared OMol25 structures with the same formula, charge and spin**: 532.9 kJ/mol

```
13
Properties=species:S:1:pos:R:3:forces:R:3
Cl -2.194 -0.885 0.022 -0.173 -0.171 -0.240
F 2.989 -0.666 0.062 -2.395 -0.644 -1.036
N 0.540 -1.087 -0.306 0.771 -3.804 5.018
C -0.062 0.972 0.192 -4.291 1.444 -0.991
C 1.314 1.143 0.120 1.969 -7.171 -1.760
C -0.615 -0.325 0.034 4.886 2.415 0.265
C 1.665 -0.281 -0.147 0.400 3.935 2.032
C -1.021 2.094 -0.057 -0.914 2.889 -1.092
H -1.762 1.548 -0.889 1.260 2.518 2.418
H 2.117 1.826 -0.112 -0.726 0.824 0.562
H -0.436 3.131 -0.574 -1.756 -3.314 1.314
H 0.522 -2.063 0.999 0.392 2.489 -4.082
H -1.508 2.576 0.931 0.577 -1.410 -2.408
```
Forces are in eV/Å.

An isolated molecule of C4H5NO. Source: OMol25; level of theory: ωB97M-V/def2-TZVPD.

Calculated values
**HOMO-LUMO gap (spin up / spin down)**: 8.965 / 8.965 eV
**2S+1**: 1
**Energy**: -285.24239 a.u.
**SMILES string**: C=C=C(C)N=O
**Energy above the lowest of the compared OMol25 structures with the same formula, charge and spin**: 452.1 kJ/mol

```
11
Properties=species:S:1:pos:R:3:forces:R:3
O 2.070 -0.294 1.007 -0.032 -0.157 -0.553
N 1.328 -1.047 0.428 0.259 -0.106 0.142
C 0.344 -0.332 -0.384 -0.118 0.353 0.396
C -1.697 -0.766 1.029 -0.011 -0.222 -0.763
C -0.851 -0.680 0.036 0.234 0.134 0.715
C 0.648 0.929 -1.126 0.001 -0.032 -0.076
H 1.464 1.485 -0.650 -0.165 -0.259 -0.078
H -0.255 1.546 -1.125 0.210 -0.005 -0.163
H 0.923 0.679 -2.151 0.044 0.233 -0.061
H -1.323 -0.255 1.901 -0.424 0.198 0.432
H -2.652 -1.265 1.036 0.002 -0.138 0.009
```
Forces are in eV/Å.

ClH2NP2 as an isolated structure at a distorted geometry. Source: OMol25; level of theory: ωB97M-V/def2-TZVPD.

Calculated values
**HOMO-LUMO gap (spin up / spin down)**: 7.448 / 6.037 eV
**2S+1**: 3
**Energy**: -1198.72888 a.u.
**Energy above the lowest of the compared OMol25 structures with the same formula, charge and spin**: 65.2 kJ/mol
**Expectation value of S²**: 2.02

```
6
Properties=species:S:1:pos:R:3:forces:R:3
Cl -2.578 0.774 -0.322 0.310 0.191 0.680
P -0.127 0.495 0.394 -1.529 -0.970 -2.888
P -1.135 -1.515 -0.118 0.458 -0.186 0.635
N 0.407 0.806 -1.057 -0.216 -0.203 2.728
H -1.502 -1.829 1.226 -0.037 0.160 -0.162
H 0.867 1.688 -1.029 1.013 1.008 -0.993
```
Forces are in eV/Å.

An isolated molecule of C4H6Cl2OS at a distorted geometry. Source: OMol25; level of theory: ωB97M-V/def2-TZVPD.

Calculated values
**HOMO-LUMO gap**: 9.935 eV
**2S+1**: 1
**Energy**: -1549.80258 a.u.
**SMILES string**: O[C@@H]1C[C@H](S)C1(Cl)Cl
**Energy above the lowest of the compared OMol25 structures with the same formula, charge and spin**: 0.0 kJ/mol

```
14
Properties=species:S:1:pos:R:3:forces:R:3
Cl -0.900 2.450 -0.267 0.008 0.055 0.017
Cl -0.306 0.921 2.127 0.062 0.041 0.023
S 2.504 0.617 0.585 -0.045 0.002 0.249
O -2.015 -1.024 0.630 -0.775 0.429 -0.021
C -1.091 -0.376 -0.168 0.474 0.234 -0.858
C -0.345 0.894 0.362 0.024 -0.295 -0.063
C 0.282 -1.076 -0.257 -0.356 -0.283 -0.099
C 0.946 0.312 -0.267 0.078 0.377 -0.425
H 0.451 -1.612 0.686 0.135 0.153 -0.260
H 0.455 -1.738 -1.119 -0.022 0.272 0.372
H 3.280 0.503 -0.496 0.014 -0.002 -0.110
H -2.835 -0.493 0.656 0.502 -0.407 0.027
H -1.464 -0.115 -1.191 0.058 -0.241 0.717
H 1.039 0.734 -1.283 -0.157 -0.334 0.434
```
Forces are in eV/Å.

C22H20As3N2O8ReS6 as an isolated structure at a distorted geometry. Source: OMol25; level of theory: ωB97M-V/def2-TZVPD.

Calculated values
**HOMO-LUMO gap**: 6.404 eV
**2S+1**: 1
**Net charge**: +2
**Energy**: -10735.91418 a.u.
**Energy above the lowest of the compared OMol25 structures with the same formula, charge and spin**: 0.0 kJ/mol

```
62
Properties=species:S:1:pos:R:3:forces:R:3
Re -0.683 -0.016 0.172 -0.486 1.406 0.488
As -0.752 2.710 -1.056 0.302 0.070 -0.503
As -2.307 -1.865 -0.035 -0.149 0.087 0.232
As -0.265 -5.121 1.414 -0.140 -0.070 0.037
S -1.546 2.577 0.840 -0.087 -0.590 0.216
S -1.286 0.765 -1.878 0.063 -0.320 -0.629
S 2.967 0.144 0.305 -0.105 -0.171 -0.077
S 0.717 -1.713 -0.580 0.016 -0.247 0.191
S 0.658 3.758 -2.015 -0.146 0.190 0.171
S 1.167 0.770 1.177 0.419 0.201 0.052
O -1.606 -5.512 -1.778 -0.034 -0.003 0.066
O -1.505 -0.174 2.259 0.136 -0.290 0.081
O -2.698 -1.309 3.758 -0.005 -0.106 0.042
O -0.552 -3.114 4.518 -0.090 -0.040 -0.021
O 1.365 -4.864 -1.268 0.098 0.078 0.027
O -0.073 -5.006 3.405 0.038 0.029 -0.098
O 0.674 -4.088 -3.279 -0.107 0.014 -0.002
O -3.428 -4.198 -1.894 -0.010 0.021 -0.013
N 4.312 2.080 -5.400 0.023 0.028 -0.003
N 1.461 -0.600 -6.642 -0.010 0.001 -0.024
C -1.457 -3.245 -1.083 -0.120 0.011 -0.070
C -2.162 -4.454 -1.623 0.078 -0.063 0.025
C 3.744 1.427 -4.647 -0.041 -0.051 0.008
C 2.592 -0.016 -1.417 -0.043 -0.055 -0.031
C 1.740 -0.432 -5.542 0.017 0.001 0.051
C 3.026 0.616 -3.704 -0.001 0.027 -0.030
C 3.284 0.752 -2.345 0.008 0.005 0.048
C -2.853 -0.086 4.549 0.008 -0.053 -0.023
C 2.045 -0.281 -4.147 0.017 0.003 -0.031
C -2.008 -1.221 2.675 0.002 0.130 -0.024
C 1.433 -5.083 -4.027 0.024 -0.018 -0.008
C 1.330 -1.039 -3.228 0.000 0.003 0.025
C -1.763 -6.359 1.405 -0.002 0.014 0.021
C 1.630 -0.919 -1.886 0.052 -0.020 0.121
C -4.175 -5.287 -2.502 -0.017 -0.021 -0.018
C 0.090 -3.653 5.732 0.031 0.008 0.022
C -0.156 -3.067 -1.331 0.169 0.023 -0.152
C -4.235 -1.967 -0.104 0.019 -0.073 -0.062
C -1.866 -2.431 1.813 0.026 -0.072 -0.125
C -0.581 -3.847 3.479 0.054 0.058 0.093
C 0.724 -4.132 -1.969 -0.027 -0.071 -0.092
C -1.153 -3.491 2.169 0.020 -0.139 -0.010
H 0.713 -5.686 -4.571 -0.006 0.001 0.011
H -1.877 0.222 4.917 -0.002 0.013 0.003
H 1.165 -3.636 5.582 -0.003 -0.015 -0.001
H 4.021 1.469 -2.009 0.010 -0.003 -0.006
H -2.723 -5.849 1.435 -0.017 -0.017 0.007
H -4.181 -6.146 -1.836 0.000 0.001 0.003
H 0.554 -1.702 -3.581 -0.009 -0.012 -0.011
H -1.676 -6.973 0.511 -0.009 0.018 -0.018
H 2.069 -4.535 -4.716 -0.006 0.000 -0.001
H 2.020 -5.691 -3.348 0.006 0.006 -0.002
H -0.212 -2.977 6.522 0.012 0.003 -0.002
H -5.176 -4.901 -2.653 0.000 0.002 0.002
H -3.515 -0.366 5.358 -0.001 0.021 0.008
H -3.289 0.688 3.924 -0.010 0.016 0.020
H -4.551 -1.685 -1.106 -0.007 -0.009 0.012
H -0.270 -4.661 5.909 -0.006 0.005 0.004
H -4.618 -1.241 0.613 0.024 0.012 -0.002
H -4.588 -2.967 0.133 0.002 0.007 -0.008
H -3.715 -5.557 -3.449 0.004 0.000 0.000
H -1.662 -6.999 2.284 0.014 0.011 0.005
```
Forces are in eV/Å.

A 3-piece molecular cluster, C2H8O2 overall at a distorted geometry. Source: OMol25; level of theory: ωB97M-V/def2-TZVPD.

Calculated values
**HOMO-LUMO gap**: 11.228 eV
**2S+1**: 1
**Energy**: -231.44119 a.u.
**SMILES string**: C=C.O.O
**Energy above the lowest of the compared OMol25 structures with the same formula, charge and spin**: 55.5 kJ/mol

```
12
Properties=species:S:1:pos:R:3:forces:R:3
O 2.389 -0.552 0.733 -0.529 -0.613 0.188
O 0.878 1.877 -0.319 -0.523 0.087 0.371
C -1.123 -1.269 -0.278 -0.084 0.360 0.561
C -2.093 -0.363 -0.280 -0.544 -0.539 -0.698
H 2.364 0.169 0.109 0.030 0.542 -0.191
H 0.119 1.370 0.032 0.463 0.198 -0.240
H -0.471 -1.436 -1.122 0.014 0.027 -0.129
H -2.815 -0.260 0.519 0.285 0.064 0.308
H -0.924 -1.846 0.616 0.094 -0.054 -0.048
H -2.381 0.147 -1.194 0.294 0.224 0.027
H 0.789 2.756 0.082 0.086 -0.414 -0.186
H 3.266 -0.594 1.102 0.412 0.118 0.036
```
Forces are in eV/Å.

- Which formula does entry 1 have?
  C5H5ClFN

- Which formula does entry 2 have?
  C4H5NO